1.
Here is C3H5N5 in the gas phase from the OMol25 dataset. Energies are from wB97M-V/def2-TZVPD.

Output
strongest force on any atom: 4.59 eV/Å
SMILES: NCc1ncnnn1
E_HOMO: -10.2 eV
electronic energy: -10639.3113 eV
energy above the lowest of the compared OMol25 structures with the same formula, charge and spin: 82.2 kcal per mole
Kohn-Sham gap: 9.16 eV

Last column: natural (NBO) charge in e.
Atoms and positions in Å:
N: 2.556 0.299 0.612  -0.78
N: -0.031 1.113 -0.311  -0.43
N: -0.426 -1.211 -0.001  -0.30
N: -2.160 0.191 0.226  -0.25
N: -1.717 -1.089 0.190  0.07
C: 1.855 -0.425 -0.429  -0.28
C: -1.283 1.190 -0.106  0.23
C: 0.363 -0.231 -0.333  0.39
H: 2.357 -0.122 -1.480  0.22
H: -1.724 2.196 0.176  0.19
H: 2.222 1.249 0.376  0.37
H: 2.040 -0.102 1.509  0.35
H: 1.943 -1.545 -0.388  0.22

---

2.
Here is C3H4N2O2 in the gas phase from the OMol25 dataset. Energies are from wB97M-V/def2-TZVPD.

Output
strongest force on any atom: 0.56 eV/Å
E_HOMO: -7.9 eV
electronic energy: -10247.4657 eV
energy above the lowest of the compared OMol25 structures with the same formula, charge and spin: 110.7 kcal per mole
Kohn-Sham gap: 8.00 eV

Last column: natural (NBO) charge in e.
Atoms and positions in Å:
O: 1.635 0.249 -1.604  -0.65
O: -0.904 -1.475 1.913  -0.67
N: 0.677 -0.757 0.308  -0.50
N: -0.705 0.286 -1.139  -0.63
C: -0.694 -0.779 0.763  0.24
C: 0.652 -0.114 -0.774  0.64
C: -1.646 -0.138 0.042  -0.31
H: -0.790 1.273 -1.389  0.44
H: 2.468 -0.058 -1.214  0.51
H: -1.044 -0.257 -1.935  0.45
H: -0.041 -1.771 2.227  0.48

---

3.
Here is a gas-phase ion, C4H8NO3 (charge -1) from the OMol25 dataset. Energies are from wB97M-V/def2-TZVPD.

Output
charge: -1
strongest force on any atom: 2.78 eV/Å
SMILES: O=C([O-])NCCCO
E_HOMO: -4.5 eV
electronic energy: -11911.1123 eV
energy above the lowest of the compared OMol25 structures with the same formula, charge and spin: 50.3 kcal per mole
Kohn-Sham gap: 8.48 eV

Last column: natural (NBO) charge in e.
Atoms and positions in Å:
O: -0.338 -1.527 -1.318  -0.77
O: -0.167 -1.460 1.534  -0.82
O: -0.281 0.124 3.176  -0.76
N: 1.131 0.504 1.438  -0.72
C: 0.045 -0.365 2.098  0.88
C: -1.095 -0.321 -1.399  -0.08
C: -0.210 0.811 -0.767  -0.46
C: 1.132 0.279 -0.036  -0.22
H: -1.271 -0.192 -2.467  0.16
H: 1.903 0.826 -0.626  0.16
H: 1.351 -0.770 -0.145  0.23
H: 0.236 1.421 -1.574  0.18
H: -1.952 -0.690 -0.839  0.17
H: -0.445 -1.661 -0.367  0.50
H: 0.833 1.472 1.610  0.34
H: -0.872 1.550 -0.317  0.20

---

Please write out number 2 again, unchanged.
Here is C3H4N2O2 in the gas phase from the OMol25 dataset. Energies are from wB97M-V/def2-TZVPD.

Output
strongest force on any atom: 0.56 eV/Å
E_HOMO: -7.9 eV
electronic energy: -10247.4657 eV
energy above the lowest of the compared OMol25 structures with the same formula, charge and spin: 110.7 kcal per mole
Kohn-Sham gap: 8.00 eV

Last column: natural (NBO) charge in e.
Atoms and positions in Å:
O: 1.635 0.249 -1.604  -0.65
O: -0.904 -1.475 1.913  -0.67
N: 0.677 -0.757 0.308  -0.50
N: -0.705 0.286 -1.139  -0.63
C: -0.694 -0.779 0.763  0.24
C: 0.652 -0.114 -0.774  0.64
C: -1.646 -0.138 0.042  -0.31
H: -0.790 1.273 -1.389  0.44
H: 2.468 -0.058 -1.214  0.51
H: -1.044 -0.257 -1.935  0.45
H: -0.041 -1.771 2.227  0.48